Entry 1:
# C11H12Cl2FNO2

A cluster of 2 separate species, C11H12Cl2FNO2 in total in a non-equilibrium geometry (ωB97M-V with the def2-TZVPD basis set, OMol25).

Output
Highest occupied orbital energy, eV: -9.45
Multiplicity: 1
Total energy, eV: -44947.8679
SMILES string: CC(=O)C(C)(F)C(C)=O.Clc1cccc(Cl)n1
HOMO-LUMO gap, eV: 9.951
LUMO level, eV: 0.50

Atoms and positions in Å:
C: 2.52 -0.41 2.05
C: 2.88 -0.92 0.68
O: 3.28 -2.06 0.47
C: 2.21 -0.14 -0.56
C: 2.49 -0.69 -1.96
F: 0.94 -0.59 -0.30
C: 2.07 1.46 -0.47
C: 1.61 2.32 -1.67
O: 2.06 2.00 0.60
H: 2.18 0.63 2.00
H: 1.74 -1.08 2.47
H: 3.40 -0.45 2.68
H: 2.03 -0.10 -2.76
H: 3.53 -0.65 -2.29
H: 2.22 -1.76 -2.00
H: 1.72 1.80 -2.63
H: 0.58 2.72 -1.54
H: 2.24 3.22 -1.71
Cl: -1.24 -2.28 1.62
C: -2.51 -1.27 1.08
C: -3.84 -1.49 1.45
C: -4.84 -0.64 0.97
C: -4.45 0.40 0.08
C: -3.08 0.52 -0.25
Cl: -2.48 1.70 -1.34
N: -2.15 -0.27 0.27
H: -4.06 -2.31 2.14
H: -5.89 -0.75 1.28
H: -5.16 1.10 -0.34

Results of the Mulliken charge analysis, in e, for atoms 1 through 6: -0.915 0.615 -0.574 0.984 -1.698 -0.255



Entry 2:
# C11H12F9NO3

A cluster of 2 separate species, C11H12F9NO3 in total (ωB97M-V with the def2-TZVPD basis set, OMol25).

Output
Highest occupied orbital energy, eV: -9.60
Multiplicity: 1
Total energy, eV: -43691.9352
SMILES string: O=C1CC[C@H](C(F)(F)C(F)(F)C(F)(F)C(F)(F)F)O1.CN(C)C=O
HOMO-LUMO gap, eV: 10.206
LUMO level, eV: 0.61

Atoms and positions in Å:
O: -2.40 -0.03 4.39
C: -1.65 -0.24 3.50
C: -0.76 0.63 2.68
C: 0.54 -0.19 2.71
C: -0.01 -1.64 2.77
C: 0.25 -2.66 1.65
F: -0.63 -3.66 1.80
F: 1.48 -3.18 1.84
C: 0.14 -2.17 0.16
F: -0.64 -3.00 -0.52
F: -0.45 -0.96 0.16
C: 1.44 -2.07 -0.70
F: 2.00 -3.27 -0.78
F: 1.02 -1.71 -1.94
C: 2.53 -1.03 -0.32
F: 3.54 -1.15 -1.18
F: 2.03 0.21 -0.41
F: 2.99 -1.21 0.92
O: -1.41 -1.55 3.07
H: -0.70 1.68 2.96
H: -1.17 0.55 1.67
H: 1.14 0.09 1.84
H: 1.08 0.00 3.63
H: 0.47 -2.13 3.63
C: -0.49 1.62 -3.87
N: -0.89 2.31 -2.67
C: -1.34 3.69 -2.75
C: -0.87 1.71 -1.46
O: -1.19 2.25 -0.42
H: 0.36 2.12 -4.35
H: -1.31 1.56 -4.59
H: -0.18 0.60 -3.62
H: -0.71 4.34 -2.14
H: -2.36 3.78 -2.38
H: -1.30 4.01 -3.79
H: -0.51 0.67 -1.50

Results of the Mulliken charge analysis, in e, for atoms 1 through 6: -0.551 0.207 -0.056 -0.647 -0.098 0.804